1.
83
Properties=species:S:1:pos:R:3 method="wB97M-V/def2-TZVPD" homo_lumo_gap_ev="6.90 / 6.95" charge=-1 e_lumo_ha="0.08110 / 0.08111" de_lowest_kj_mol=176.30 fmax_ev_per_a=4.0 energy_ev=-136385.254 homo_energy_ev="-4.70 / -4.74" multiplicity=6
Sm 1.4241 -0.6322 -0.2590
C 5.8337 0.3606 -0.4260
O 6.2937 -0.3731 -1.5379
C 5.4034 -0.9458 -2.4223
C 6.0076 -1.5779 -3.4872
C 5.2664 -2.2017 -4.4890
C 3.9000 -2.1535 -4.4321
C 3.2329 -1.5189 -3.3675
C 1.8038 -1.4963 -3.4131
N 1.0188 -0.9960 -2.5110
N -0.3310 -1.0847 -2.8222
C -1.1723 -0.8751 -1.8463
O -0.8858 -0.6523 -0.6065
C -2.5857 -0.9029 -2.3173
C -2.9107 -1.6476 -3.4512
C -4.1940 -1.6311 -3.9646
C -5.1799 -0.8721 -3.3504
C -4.8708 -0.1450 -2.2140
C -3.5876 -0.1674 -1.6977
C 3.9731 -0.9304 -2.2841
O 3.3951 -0.4301 -1.2505
H 6.7355 0.7883 0.0182
H 5.3302 -0.2855 0.2994
H 5.1540 1.1644 -0.7156
H 7.0872 -1.5808 -3.5153
H 5.7710 -2.7088 -5.2977
H 3.3122 -2.6153 -5.2130
H 1.3387 -1.9471 -4.2981
H -2.1237 -2.2119 -3.9267
H -4.4311 -2.2122 -4.8480
H -6.1826 -0.8456 -3.7562
H -5.6244 0.4517 -1.7203
H -3.3605 0.4241 -0.8261
C 2.5353 -2.7025 1.1638
C 1.2534 -2.7102 1.7514
C 0.3228 -3.1078 0.7788
C 1.0242 -3.3740 -0.4142
C 2.3964 -3.1327 -0.1789
H 3.4710 -2.5874 1.7059
H 1.0479 -2.5449 2.8024
H -0.7357 -3.2743 0.9480
H 0.6076 -3.8190 -1.3137
H 3.2018 -3.4039 -0.8547
N 2.0526 5.8642 -2.5754
C 2.0509 4.9759 -1.8344
N 2.0855 4.0947 -0.9072
C 1.8530 2.8787 -0.7691
N 1.6345 1.7687 -0.4470
O 0.9511 0.1234 1.7010
As -0.5699 0.6907 1.7651
C -1.6077 1.8462 0.5499
C -1.3662 2.1563 -0.7778
C -2.2438 2.9872 -1.4588
C -3.3455 3.5260 -0.8163
C -3.5969 3.2075 0.5087
C -2.7349 2.3607 1.1824
C -1.7738 -0.6717 2.4677
C -2.9116 -1.1386 1.8335
C -3.7119 -2.0848 2.4558
C -3.3558 -2.5916 3.6929
C -2.1924 -2.1613 4.3100
C -1.4118 -1.1956 3.7034
C -0.4453 1.8992 3.3320
C 0.7485 2.6085 3.4109
C 1.0080 3.4389 4.4864
C 0.0612 3.5820 5.4861
C -1.1332 2.8846 5.4158
C -1.3843 2.0360 4.3501
H -0.5103 1.7419 -1.2978
H -2.0636 3.2061 -2.5014
H -4.0111 4.1903 -1.3493
H -4.4637 3.6103 1.0148
H -2.9357 2.0807 2.2132
H -3.1523 -0.7793 0.8458
H -4.6132 -2.4268 1.9662
H -3.9802 -3.3287 4.1776
H -1.8991 -2.5846 5.2598
H -0.4992 -0.8374 4.1718
H 1.4790 2.4741 2.6174
H 1.9470 3.9699 4.5406
H 0.2603 4.2363 6.3224
H -1.8714 3.0032 6.1966
H -2.3094 1.4674 4.3175

=====

2.
29
Properties=species:S:1:pos:R:3 method="wB97M-V/def2-TZVPD" homo_lumo_gap_ev="6.62 / 6.62" charge=+2 e_lumo_ha="-0.33469 / -0.33466" de_lowest_kj_mol=56.90 fmax_ev_per_a=8.0 energy_ev=-16101.755 homo_energy_ev="-15.72 / -15.72"
C 4.1108 -0.0209 0.0090
C 3.8010 1.2218 -0.4448
C 3.2491 -1.1031 0.0889
C 2.4592 1.5763 -0.4751
C 1.8652 -0.8116 -0.0375
C 1.4915 0.4898 -0.2444
C -0.6262 1.9660 0.4534
C -2.7519 1.1150 0.0716
C 0.0386 0.6824 -0.1062
C -0.9433 -0.3217 -0.4954
C -3.1454 -0.9869 -1.0816
N -2.2444 -0.0622 -0.4299
N -1.9206 2.0261 0.4928
N -1.1507 -1.8694 1.2675
H 5.1671 -0.2139 0.0288
H 4.5789 1.8778 -0.6257
H 3.5250 -2.1279 0.3740
H 2.1051 2.5180 -0.6673
H 1.0843 -1.6095 0.2622
H -0.0655 2.8019 0.5963
H -3.7760 1.1331 0.3572
H -0.6789 -1.1546 -1.1297
H -2.5208 -1.7876 -1.4650
H -3.8891 -1.2997 -0.2605
H -3.7006 -0.5322 -1.9520
H -2.3150 2.8753 0.9768
H -0.4502 -2.0903 1.9303
H -1.3433 -2.7594 0.7235
H -1.9537 -1.5325 1.7828

=====

3.
13
Properties=species:S:1:pos:R:3 method="wB97M-V/def2-TZVPD" homo_lumo_gap_ev=9.12 e_lumo_ha=0.02252 de_lowest_kj_mol=431.68 fmax_ev_per_a=6.8 energy_ev=-24906.923 homo_energy_ev=-8.50
C 2.2553 -1.4159 -0.1753
C -0.3501 -0.3921 1.0552
C -1.4689 0.2580 0.5630
H 3.1352 -1.4051 -1.0977
H 2.3960 -2.8356 0.0033
H 2.5220 -0.8209 0.9064
H 0.4881 0.3661 1.3876
H -0.4092 -1.3281 1.6119
H -2.3075 0.3970 1.3444
H -2.0009 -0.1164 -0.2148
H 0.1606 1.0102 -0.5944
S 0.6209 -1.0511 -0.6722
S -1.0336 1.9281 -0.0780

=====

4.
39
Properties=species:S:1:pos:R:3 method="wB97M-V/def2-TZVPD" homo_lumo_gap_ev="6.41 / 7.17" charge=+3 e_lumo_ha="-0.46724 / -0.44255" de_lowest_kj_mol=5.26 fmax_ev_per_a=0.7 energy_ev=-53000.503 homo_energy_ev="-19.12 / -19.21"
Ru -0.7205 0.3973 -0.9018
C -2.2187 2.4204 3.8878
N -1.5790 1.3703 3.0627
C -1.1782 0.1202 3.7472
C -1.3752 1.5375 1.7827
N -0.8870 0.5413 1.0001
N -1.6344 2.7725 1.2431
C -1.6701 3.1411 -0.0846
N -1.9608 4.4074 -0.3263
N -1.4572 2.2530 -1.0315
H -2.5645 1.9579 4.8056
H -3.0887 2.8248 3.3722
H -1.4975 3.2006 4.1387
H -1.1603 0.3201 4.8128
H -0.1677 -0.1674 3.4572
H -1.8985 -0.6703 3.5396
H -0.6286 -0.2665 1.5584
H -1.8054 3.5087 1.9134
H -2.2003 5.0650 0.4009
H -1.9805 4.7658 -1.2706
H -1.5595 2.6344 -1.9674
O 1.2544 0.3513 -0.9319
S 1.5516 -1.0582 -0.4132
O 1.8324 -1.1591 0.9684
N 0.0399 -1.5792 -0.9061
C 0.1616 -2.3907 -1.9118
S -1.2754 -2.5317 -2.9362
C 1.5142 -2.8564 -2.1876
C 1.9533 -3.8277 -3.0692
C 3.3295 -4.0551 -3.1614
C 4.2384 -3.3257 -2.4091
C 3.8174 -2.3222 -1.5230
C 2.4631 -2.1219 -1.4400
H 1.2617 -4.4071 -3.6681
H 3.6933 -4.8174 -3.8373
H 5.2969 -3.5255 -2.5130
H 4.5287 -1.7444 -0.9472
O -1.2101 0.1497 -2.7280
O -1.2181 -0.9129 -3.5256

=====

5.
71
Properties=species:S:1:pos:R:3 method="wB97M-V/def2-TZVPD" homo_lumo_gap_ev="5.95 / 6.26" e_lumo_ha="-0.02085 / -0.03304" fmax_ev_per_a=0.6 energy_ev=-96494.162 homo_energy_ev="-6.51 / -7.16" multiplicity=6
Mn 0.1170 0.4698 0.7784
C 1.1526 4.8372 -2.1580
C 0.8214 4.1922 -1.0218
N 0.8733 2.8149 -0.9330
C 1.4209 2.1230 -2.0177
C 1.7077 2.8857 -3.1504
N 1.5938 4.1944 -3.2800
C 1.5140 0.6717 -2.1037
C 2.3424 0.0661 -3.0619
C 2.3324 -1.3110 -3.1967
C 1.5336 -2.0837 -2.3571
C 0.7868 -1.4327 -1.3923
N 0.7796 -0.0952 -1.2859
C -0.0088 -2.1253 -0.3606
C -0.1582 -3.4770 -0.2731
N -0.5040 -4.0596 0.9409
C -1.0655 -3.3229 1.8157
C -1.5272 -1.9325 1.4586
N -0.5070 -1.3138 0.6167
C 3.1994 -1.9611 -4.2043
C 3.9787 -3.0639 -3.8718
C 4.7776 -3.6282 -4.8543
N 4.8357 -3.1805 -6.1048
C 4.0838 -2.1294 -6.4153
C 3.2562 -1.4835 -5.5093
H 1.0685 5.9144 -2.2014
H 0.4796 4.6914 -0.1296
H 2.0207 2.3576 -4.0416
H 3.0287 0.6329 -3.6720
H 1.5431 -3.1595 -2.4481
H 0.1715 -4.1539 -1.0459
H -1.2153 -3.7080 2.8205
H -2.4710 -2.0224 0.8865
H 3.9719 -3.4508 -2.8615
H 5.4056 -4.4815 -4.6232
H 4.1421 -1.7866 -7.4424
H 2.6482 -0.6387 -5.8043
N 4.0778 1.8148 1.9956
C 2.8345 1.6094 1.4807
S 2.1866 -0.0025 1.6845
N 2.2441 2.6112 0.9244
N 0.9432 2.2970 0.4260
C -0.0859 2.8863 1.2735
C -1.4015 2.6185 0.9162
C -2.5515 3.3361 1.3518
C -3.7808 2.8941 0.9587
C -3.9179 1.7501 0.1399
C -2.7789 1.0829 -0.2222
N -1.5606 1.4956 0.1514
H 4.4310 1.1485 2.6576
H 4.3832 2.7697 2.0818
H 0.2474 3.6315 1.9764
H -2.4361 4.2138 1.9723
H -4.6673 3.4329 1.2710
H -4.8876 1.4046 -0.1861
H -2.8039 0.1748 -0.8142
C -3.5102 0.5475 4.5793
Si -3.0988 -1.1792 3.9879
C -2.4140 -2.2209 5.3904
C -4.5598 -2.0203 3.1672
C -1.7857 -1.0111 2.6419
C -1.0425 0.0344 2.5255
H -4.2589 0.5194 5.3739
H -3.8988 1.1569 3.7613
H -2.6222 1.0464 4.9728
H -3.1709 -2.3734 6.1632
H -1.5584 -1.7237 5.8507
H -2.0857 -3.2054 5.0536
H -5.3736 -2.1659 3.8808
H -4.2829 -3.0025 2.7780
H -4.9430 -1.4213 2.3389

=====

6.
82
Properties=species:S:1:pos:R:3 method="wB97M-V/def2-TZVPD" homo_lumo_gap_ev="9.19 / 4.82" charge=+2 e_lumo_ha="-0.19055 / -0.35016" de_lowest_kj_mol=82.10 fmax_ev_per_a=1.0 energy_ev=-46573.110 homo_energy_ev="-14.37 / -14.35" multiplicity=3
Au -0.0608 -0.5981 -0.2053
C -0.7704 3.4913 3.4095
C -0.8519 2.0699 3.0011
C -1.2395 0.9866 3.7715
C -1.1637 -0.1430 2.9428
N -0.7507 0.2725 1.7394
N -0.5592 1.6041 1.7712
B -0.1797 2.4418 0.5433
N -1.1646 2.1180 -0.5869
N -1.2571 0.9012 -1.1429
C -2.1614 0.9251 -2.1350
C -2.6629 2.2269 -2.2034
C -2.0194 2.9535 -1.2129
C -2.2127 4.3804 -0.8652
C -2.5277 -0.2553 -2.9775
C -3.1302 -1.3347 -2.0598
C -1.2649 -0.7758 -3.6840
C -3.5655 0.1213 -4.0386
N 1.2428 2.1041 0.0727
N 1.6126 0.8978 -0.3987
C 2.8765 0.9556 -0.8225
C 3.3352 2.2662 -0.5936
C 2.2832 2.9582 -0.0220
C 2.2539 4.3781 0.4047
C 3.7123 -0.1176 -1.4549
C 4.9752 -0.3101 -0.5923
C 2.9819 -1.4534 -1.5566
C 4.1156 0.3539 -2.8620
C -1.4864 -1.5387 3.3919
C -0.2702 -2.0492 4.1860
C -2.7288 -1.5118 4.2938
C -1.7694 -2.4774 2.2213
H -1.0382 3.5729 4.4590
H -1.4591 4.1069 2.8329
H 0.2379 3.8766 3.2687
H -1.5565 1.0071 4.7963
H -0.2389 3.5822 0.8154
H -3.3940 2.5879 -2.9013
H -2.9821 4.7974 -1.5098
H -1.2936 4.9484 -1.0021
H -2.5285 4.4891 0.1713
H -2.4627 -1.5465 -1.2254
H -3.2819 -2.2532 -2.6213
H -4.0924 -1.0051 -1.6705
H -0.4722 -0.9738 -2.9644
H -0.9100 -0.0442 -4.4086
H -1.4903 -1.7015 -4.2087
H -4.4829 0.4944 -3.5864
H -3.8107 -0.7629 -4.6231
H -3.1761 0.8777 -4.7182
H 4.3168 2.6431 -0.8107
H 3.2259 4.8298 0.2247
H 2.0233 4.4603 1.4656
H 1.5042 4.9399 -0.1502
H 4.7025 -0.5930 0.4238
H 5.5710 0.5980 -0.5492
H 5.5941 -1.0979 -1.0168
H 2.7287 -1.8110 -0.5617
H 3.6318 -2.1835 -2.0374
H 2.0719 -1.3633 -2.1531
H 4.6591 1.2952 -2.8289
H 3.2331 0.4888 -3.4862
H 4.7581 -0.3912 -3.3270
H -0.0369 -1.3671 5.0002
H 0.6037 -2.1306 3.5391
H -0.4873 -3.0282 4.6080
H -2.5584 -0.9462 5.2052
H -2.9909 -2.5289 4.5777
H -3.5740 -1.0700 3.7686
H -0.9151 -2.5088 1.5566
H -2.6429 -2.1460 1.6609
H -1.9644 -3.4828 2.5922
N 1.5958 -5.1458 0.5158
C 0.6198 -4.8016 -0.5530
C 0.4021 -3.2793 -0.4777
O -0.3202 -2.6976 -1.2868
O 0.9884 -2.6953 0.4767
H 2.5086 -5.4248 0.1503
H 1.2610 -5.8740 1.1486
H 1.6904 -4.2111 1.0176
H -0.3356 -5.2990 -0.3867
H 0.9753 -5.0728 -1.5457